Entry from OMol25: a cluster of 2 separate species, C2H6N3O in total at a distorted geometry (wB97M-V/def2-TZVPD).

```
12
Properties=species:S:1:pos:R:3:forces:R:3
N -0.140 -1.507 -1.419 0.8 3.2 0.8
H -0.846 2.185 2.494 -4.3 2.8 1.8
H 0.238 1.035 2.820 0.5 0.0 -0.3
H -0.228 2.474 0.147 0.5 -0.5 1.6
C 0.247 1.834 0.947 1.7 -1.3 -1.4
O -0.661 0.130 0.012 0.9 2.8 1.3
H 0.687 -3.294 -1.705 0.4 0.8 0.0
C 0.350 -2.340 -2.154 0.4 -5.2 -4.2
H 1.080 1.147 0.624 -0.7 1.6 0.5
N -0.108 1.734 2.174 3.1 -2.0 -1.8
N -0.730 -0.862 -0.637 -3.8 -3.6 -0.7
H 0.110 -2.536 -3.303 0.5 1.4 2.4
```
Positions in Å, forces in eV/Å.

Computed properties:
HOMO	-0.46581	Eh
Kohn-Sham gap	8.30	eV
energy relative to the best compared isomer or geometry (same formula, charge and spin)	6.938	eV
energy	-8676.2787	eV
E_LUMO	-0.16089	Ha
net charge	+1